Here is a 3-piece molecular cluster, C31H40N6O2S overall at a distorted geometry from the Open Molecules 2025 dataset. Energies are from the ωB97M-V functional and the def2-TZVPD basis.

Geometry as XYZ:
```
80
Properties=species:S:1:pos:R:3
H -4.72 -2.25 -1.94
C -0.88 0.52 -0.79
N 6.98 -0.98 0.84
C 1.06 0.83 1.91
H 3.80 -5.16 -2.67
H -3.71 4.96 1.88
H 2.88 -3.87 0.14
C 5.74 2.56 0.04
C 1.76 2.62 0.24
C -2.11 0.81 0.11
H -7.90 -3.38 -1.49
H -7.79 -3.03 0.25
C 1.22 -0.88 -1.75
H 3.67 4.10 1.51
O -4.38 2.95 -0.39
H -2.59 1.86 0.02
H -2.53 4.16 0.83
C -3.43 4.78 0.84
H 2.78 -2.56 -3.47
C 4.99 2.28 1.43
H -0.55 1.55 3.34
C 0.70 3.48 0.92
H -6.80 -2.11 -0.91
H -0.49 -4.19 0.50
H 4.53 -4.54 -0.35
C 3.40 -4.63 -0.54
C -4.54 4.06 0.11
C -4.32 -2.59 -0.98
S 7.63 -2.24 -0.11
C 2.63 -0.85 -1.01
H 1.00 -3.36 1.18
H 4.54 -3.06 -3.21
H -3.24 -2.63 -1.05
C -0.05 -0.83 -0.78
H 5.26 4.31 2.43
H 6.66 1.88 -0.04
C -7.23 -3.09 -0.69
H 0.56 4.53 0.46
C 3.52 -2.94 -2.67
H 0.81 -3.65 -0.69
H 1.09 -0.22 2.37
H 6.01 3.67 0.02
H 3.07 -5.69 -0.23
H -6.50 -5.05 -0.34
H -6.95 5.85 1.25
C 3.73 -1.86 -1.51
H 2.01 -4.60 -2.40
H -3.47 -0.07 1.76
H 1.10 -1.82 -2.42
N 4.83 1.05 1.91
C 3.12 -4.41 -2.11
H -3.21 5.72 0.34
C 2.01 1.17 0.73
C -0.51 -1.96 0.19
H -2.14 -2.47 1.85
N 6.32 -2.68 -1.14
H -6.44 6.61 -0.28
C 3.05 0.12 0.15
C 4.41 3.56 2.22
C 0.28 -3.35 0.28
C 0.10 1.88 2.44
N -6.21 -4.10 -0.55
N -5.74 4.69 0.03
H -0.54 1.36 -1.51
C 4.48 0.12 0.80
C 5.18 -1.84 -0.84
H 4.98 2.38 -0.81
C -6.12 5.98 0.55
C -1.77 -1.67 1.10
H 2.38 3.04 -0.63
H -5.29 6.47 1.07
H 1.17 0.03 -2.45
N -0.16 3.22 2.02
H -6.44 4.15 -0.47
C -4.86 -3.97 -0.67
H -4.60 -1.90 -0.19
C -2.57 -0.31 1.09
O -4.13 -4.93 -0.52
H 3.84 3.27 3.17
C 5.62 -0.86 0.32
```

Results
SMILES string: CCCc1c(Cc2ccccc2C)c(-c2ccncc2)c(N=C(C)C)c2nsnc12.CNC(C)=O.CNC(C)=O
HOMO energy in eV: -7.8
Lowest unoccupied orbital energy in eV: -1.1
ΔE to the lowest compared entry with this formula, charge and spin in eV: 8.668
E_tot in hartree: -2081.9884
HOMO-LUMO gap in Ha: 0.249